[1]
9
Properties=species:S:1:pos:R:3:mulliken_charge:R:1 method="wB97M-V/def2-TZVPD" e_tot_ha=-495.623959 relative_energy_kj_mol=411.1
C -0.25 0.56 -1.33 -0.336
C 0.40 -0.17 -0.25 0.079
O 0.90 -0.19 -1.50 -0.349
P -0.32 -1.52 0.66 -0.118
H -1.20 0.17 -1.57 0.273
H -0.08 1.65 -1.43 0.225
H 1.07 0.80 0.87 0.175
H -1.49 -0.78 0.52 0.017
H -0.19 -1.18 1.96 0.034

***

[2]
17
Properties=species:S:1:pos:R:3:mulliken_charge:R:1 method="wB97M-V/def2-TZVPD" e_tot_ha=-359.847940 relative_energy_kj_mol=917.2
C 0.36 -1.92 1.17 -0.910
C 0.48 -0.62 0.51 -0.071
C 1.48 0.16 0.75 -0.215
C 1.30 1.40 0.01 -0.682
C 0.14 1.26 -0.76 0.400
H -0.75 -2.61 0.46 0.204
H -0.01 -1.58 2.68 0.183
H 1.46 -2.76 1.07 0.257
H 2.24 0.11 1.46 0.479
H 1.81 2.36 0.13 0.277
H -0.36 3.32 -1.59 0.337
H -1.11 1.31 -2.11 0.272
H -1.96 -1.33 -1.47 0.286
H -2.19 -0.57 0.24 0.280
N -0.74 1.98 -1.33 -0.533
N -0.33 -0.07 -0.50 0.038
N -1.83 -0.42 -0.74 -0.603

***

[3]
19
Properties=species:S:1:pos:R:3:mulliken_charge:R:1 method="wB97M-V/def2-TZVPD" e_tot_ha=-460.166117 relative_energy_kj_mol=483.9
C -1.90 0.07 -0.27 -0.552
C -1.52 -1.19 0.38 -0.120
C -0.01 -1.71 0.81 -0.541
C 1.24 -1.03 1.12 -0.183
C 1.05 1.19 0.76 -0.039
C 0.15 0.43 -1.42 -0.417
H -1.67 0.92 0.40 0.233
H -2.90 0.00 -0.66 0.360
H -1.97 -1.17 1.54 0.238
H -1.91 -2.10 -0.31 0.256
H 0.11 -2.74 1.14 0.321
H 1.91 -1.56 1.72 0.433
H 1.65 2.07 1.15 0.213
H -0.06 1.15 1.37 0.174
H 0.38 0.60 -2.54 0.244
H 0.39 -0.50 -1.03 0.529
O 1.85 0.13 0.82 -0.377
O 0.67 1.49 -0.61 -0.380
O -1.27 0.47 -1.60 -0.390

***

[4]
9
Properties=species:S:1:pos:R:3:mulliken_charge:R:1 method="wB97M-V/def2-TZVPD" smiles=Fc1noc(S)c1Cl e_tot_ha=-1203.065864 relative_energy_kj_mol=175.6
C -0.75 -0.16 -0.26 0.122
C 1.31 0.57 -0.52 0.492
C 0.46 -0.25 0.35 0.356
H -2.26 -0.73 1.46 0.161
N 0.67 0.97 -1.54 -0.392
O -0.61 0.64 -1.33 -0.106
F 2.53 0.56 -0.05 -0.234
S -2.37 -0.71 0.03 -0.232
Cl 1.02 -0.89 1.86 -0.165

***

[5]
71
Properties=species:S:1:pos:R:3:mulliken_charge:R:1 method="wB97M-V/def2-TZVPD" e_tot_ha=-3510.471883 relative_energy_kj_mol=364.0 total_charge=+1
Zn 0.37 0.33 2.04 -0.904
P -0.84 -1.53 -2.38 0.953
P 0.19 2.31 1.11 1.448
N 0.81 0.87 -1.71 -0.011
C 0.74 -1.16 -3.18 -0.960
H 1.36 -2.07 -3.15 0.554
H 0.52 -0.96 -4.24 0.509
C 1.57 0.00 -2.61 -1.012
H 2.44 -0.40 -2.07 0.371
H 1.98 0.59 -3.46 0.484
C 1.51 2.14 -1.50 -1.147
H 0.98 2.92 -2.10 0.150
H 2.54 2.08 -1.89 0.560
C 1.62 2.59 -0.04 -0.878
H 1.87 3.66 -0.02 0.558
H 2.46 2.05 0.43 0.629
C 0.42 3.69 2.31 0.376
C 1.64 3.43 3.21 -1.542
H 2.56 3.32 2.63 0.353
H 1.50 2.53 3.83 0.312
H 1.77 4.28 3.89 0.451
C -1.25 2.70 0.04 2.564
C -2.58 2.32 0.70 -1.241
H -3.40 2.63 0.04 0.451
H -2.72 2.81 1.68 0.312
H -2.66 1.24 0.85 0.084
C -1.75 -2.77 -3.33 0.803
C -3.00 -3.28 -2.61 -1.524
H -3.63 -3.80 -3.34 0.459
H -3.59 -2.46 -2.18 0.367
H -2.75 -4.01 -1.82 0.299
C -0.46 -1.98 -0.66 1.973
C -1.70 -2.06 0.23 -1.143
H -1.39 -2.07 1.29 0.142
H -2.26 -2.99 0.04 0.370
H -2.38 -1.21 0.08 0.267
C -1.85 0.00 -2.41 -0.806
C -1.23 4.16 -0.43 -1.507
H -1.29 4.86 0.42 0.239
H -0.33 4.40 -1.01 0.330
H -2.10 4.33 -1.07 0.482
C -0.86 -3.92 -3.84 -1.420
H -1.46 -4.56 -4.50 0.466
H -0.01 -3.54 -4.43 0.340
H -0.47 -4.54 -3.02 0.226
C 0.39 -3.25 -0.55 -1.503
H 0.72 -3.36 0.50 0.280
H -0.19 -4.15 -0.82 0.286
H 1.29 -3.21 -1.17 0.384
C -0.83 3.97 3.15 -1.497
H -1.22 3.07 3.64 0.282
H -0.57 4.69 3.95 0.459
H -1.64 4.43 2.57 0.277
H 0.63 4.58 1.68 0.427
H 0.15 -1.11 -0.35 -1.132
H -1.10 2.04 -0.82 -1.667
H -2.09 -2.20 -4.21 0.509
O -3.02 0.14 -2.11 -0.611
H -0.25 1.11 -2.31 -0.402
H -1.16 0.95 -2.68 0.417
C 3.05 -3.10 3.91 -0.216
C 1.68 -3.05 4.17 -0.695
C 0.90 -2.05 3.61 -0.079
N 1.45 -1.10 2.80 0.305
C 2.79 -1.14 2.52 0.086
C 3.60 -2.12 3.08 -0.690
H 3.67 -3.88 4.34 0.414
H 1.19 -3.78 4.82 0.414
H -0.18 -1.97 3.78 0.407
H 3.17 -0.37 1.84 0.345
H 4.67 -2.09 2.85 0.413

***

[6]
16
Properties=species:S:1:pos:R:3:mulliken_charge:R:1 method="wB97M-V/def2-TZVPD" smiles=C[C@@H](N)NNN e_tot_ha=-301.095829 relative_energy_kj_mol=347.4
C 0.46 -0.15 -0.37 0.796
C 1.18 0.99 -1.04 -1.405
N 0.01 0.15 0.91 -0.546
N -1.52 0.81 0.44 -0.288
N 1.52 -1.46 0.00 -0.697
N -2.60 -0.05 0.51 -0.456
H -0.19 -0.71 1.44 0.280
H -1.61 1.49 1.19 0.262
H -0.24 -0.65 -1.05 0.108
H 2.44 -1.34 -0.41 0.210
H 1.79 -1.61 0.98 0.201
H -2.67 -0.60 1.36 0.234
H -2.64 -0.66 -0.30 0.256
H 0.45 1.69 -1.45 0.359
H 1.79 0.61 -1.86 0.363
H 1.83 1.50 -0.34 0.322

***

[7]
77
Properties=species:S:1:pos:R:3:mulliken_charge:R:1 method="wB97M-V/def2-TZVPD" e_tot_ha=-1782.648658 relative_energy_kj_mol=0.0
C 6.40 1.47 5.64 -0.764
C 5.27 0.48 5.40 -0.660
N 4.56 0.77 4.16 0.101
C 3.37 0.10 3.90 1.058
C 2.96 -1.03 4.65 -0.649
C 1.82 -1.73 4.31 -0.148
C 0.98 -1.29 3.25 0.127
C -0.28 -1.93 2.93 0.156
C -1.51 -1.48 3.42 0.029
C -1.59 -0.50 4.47 -0.771
C -2.78 0.14 4.76 -0.385
C -3.95 -0.17 4.04 0.843
N -5.13 0.56 4.22 0.173
C -5.27 1.35 5.44 -0.651
C -6.74 1.73 5.65 -0.780
O -7.30 2.33 4.48 -0.359
C -7.27 1.45 3.35 -0.666
C -5.85 1.00 3.03 -0.373
C -3.92 -1.23 3.10 -0.824
C -2.75 -1.92 2.83 -0.517
C 1.37 -0.12 2.54 -0.360
C 2.52 0.56 2.87 -0.798
C 5.30 1.25 3.00 -0.321
C 6.56 2.05 3.33 -0.662
O 7.24 1.56 4.49 -0.359
H 5.96 2.45 5.91 0.353
H 7.06 1.10 6.43 0.342
H 5.68 -0.55 5.38 0.374
H 4.55 0.54 6.23 0.441
H 3.59 -1.39 5.47 0.399
H 1.52 -2.62 4.87 0.604
H -0.29 -2.78 2.26 -0.583
H -0.69 -0.22 5.01 0.441
H -2.80 0.95 5.49 0.412
H -4.95 0.74 6.29 0.480
H -4.66 2.27 5.41 0.382
H -7.30 0.82 5.94 0.356
H -6.84 2.50 6.42 0.348
H -7.90 0.55 3.53 0.346
H -7.68 2.04 2.52 0.339
H -5.33 1.86 2.56 0.234
H -5.88 0.18 2.31 0.289
H -4.84 -1.50 2.57 0.399
H -2.72 -2.74 2.11 0.465
H 0.74 0.21 1.71 0.434
H 2.78 1.48 2.34 0.281
H 5.60 0.40 2.36 0.289
H 4.65 1.90 2.40 0.170
H 7.29 1.94 2.51 0.300
H 6.27 3.10 3.46 0.336
C -2.44 -6.99 -0.55 -0.475
C -2.26 -6.66 0.80 -0.825
C -1.47 -5.57 1.16 0.469
C -0.86 -4.78 0.15 0.225
C 0.12 -3.74 0.45 -0.031
C 1.39 -4.02 1.11 0.533
O 2.32 -3.21 1.07 -0.708
C 1.54 -5.33 1.86 0.183
C 1.61 -6.54 1.17 -0.032
C 1.83 -7.72 1.88 -0.698
C 1.97 -7.69 3.28 -0.516
C 1.91 -6.46 3.95 -0.509
C 1.73 -5.27 3.24 -0.271
C 0.13 -2.55 -0.31 0.074
N 0.08 -1.55 -0.92 -0.826
C -1.22 -5.01 -1.20 -0.601
C -1.94 -6.15 -1.55 -0.588
H -2.98 -7.90 -0.82 0.377
H -2.71 -7.27 1.59 0.353
H -1.30 -5.30 2.21 0.444
H 1.47 -6.53 0.09 0.438
H 1.91 -8.66 1.34 0.376
H 2.13 -8.61 3.83 0.380
H 2.02 -6.42 5.04 0.389
H 1.73 -4.29 3.73 0.428
H -0.86 -4.31 -1.96 0.355
H -2.09 -6.39 -2.60 0.387

***

[8]
49
Properties=species:S:1:pos:R:3:mulliken_charge:R:1 method="wB97M-V/def2-TZVPD" smiles="COc1cc(NC(=O)CSc2ncccc2C(=O)OC(C)C)cc(OC)c1" e_tot_ha=-1621.132798 relative_energy_kj_mol=131.3
C 1.89 3.11 -4.18 -0.846
H 2.91 2.97 -4.55 0.335
O 1.73 2.60 -2.88 -0.443
C 1.93 1.27 -2.67 0.036
C 2.28 0.36 -3.67 -0.287
C 2.45 -0.98 -3.33 0.122
C 2.29 -1.41 -2.02 -0.496
C 1.94 -0.50 -1.04 0.713
C 1.76 0.84 -1.36 -0.899
H 1.49 1.57 -0.61 0.442
N 1.76 -0.86 0.30 -0.015
C 1.75 -2.11 0.85 0.591
O 2.08 -3.13 0.30 -0.666
C 1.38 -2.09 2.33 -0.799
H 1.05 -3.09 2.62 0.365
H 2.26 -1.82 2.93 0.426
S 0.10 -0.88 2.80 -0.016
C -1.11 -1.30 1.61 0.595
N -0.75 -2.25 0.76 -0.383
C -1.59 -2.63 -0.19 -0.333
C -2.86 -2.08 -0.33 -0.824
C -3.25 -1.10 0.56 -0.326
C -2.37 -0.68 1.56 -0.187
C -2.81 0.38 2.49 0.747
O -3.93 0.84 2.49 -0.646
O -1.82 0.75 3.30 -0.267
C -2.01 1.75 4.32 0.437
C -3.05 1.30 5.34 -1.397
H -3.08 2.01 6.16 0.458
H -4.04 1.26 4.88 0.314
H -2.79 0.32 5.72 0.341
C -2.36 3.10 3.70 -1.393
H -1.62 3.37 2.94 0.345
H -2.36 3.86 4.47 0.453
H -3.34 3.06 3.23 0.317
H -1.02 1.80 4.79 0.284
H -4.22 -0.63 0.51 0.496
H -3.52 -2.42 -1.11 0.415
H -1.21 -3.40 -0.84 0.459
H 1.47 -0.10 0.90 0.143
H 2.43 -2.45 -1.79 0.631
O 2.79 -1.95 -4.23 -0.430
C 2.99 -1.60 -5.57 -0.874
H 2.08 -1.18 -6.02 0.334
H 3.81 -0.88 -5.69 0.342
H 3.25 -2.52 -6.08 0.245
H 2.41 0.69 -4.68 0.568
H 1.69 4.18 -4.11 0.241
H 1.18 2.66 -4.89 0.332

***

[9]
17
Properties=species:S:1:pos:R:3:mulliken_spin:R:1 method="wB97M-V/def2-TZVPD" e_tot_ha=-1312.697530 relative_energy_kj_mol=18.7 spin_multiplicity=3 s2=2.009
C 0.62 0.64 -2.19 0.015
C -3.51 -0.09 2.22 -0.051
C 1.30 -0.61 -1.62 0.117
N 1.70 0.32 0.93 0.102
P 2.67 -0.01 -0.36 0.450
S 3.91 -1.44 0.00 0.350
S -2.68 0.06 0.64 0.967
H 1.36 1.48 -2.18 -0.020
H 0.39 0.57 -3.20 0.004
H -0.31 0.85 -1.72 0.006
H -2.77 -0.64 2.89 0.059
H -4.44 -0.74 2.28 0.005
H -3.68 0.95 2.77 0.019
H 1.83 -1.42 -2.11 -0.015
H 0.61 -1.23 -0.89 0.008
H 2.09 0.43 1.85 -0.005
H 0.92 0.88 0.69 -0.010

***

[10]
61
Properties=species:S:1:pos:R:3:mulliken_spin:R:1 method="wB97M-V/def2-TZVPD" e_tot_ha=-3750.829649 spin_multiplicity=5 total_charge=+2 s2=6.016
Co -1.87 -3.16 0.34 3.148
F 3.40 0.82 -0.03 0.000
C 2.14 1.27 -0.09 0.001
C 1.14 0.33 -0.17 0.004
C -0.21 0.70 -0.14 0.023
C -1.20 -0.35 -0.07 -0.015
O -0.87 -1.55 -0.28 0.135
C -2.49 0.10 0.30 -0.019
C -2.78 1.44 0.26 0.005
N -1.89 2.42 0.00 0.005
C -2.47 3.73 -0.15 -0.001
C -1.88 4.87 -0.93 0.000
C -1.99 4.97 0.56 0.001
C -0.55 2.07 -0.07 -0.001
C 0.50 3.00 -0.05 0.001
C 1.85 2.65 -0.02 -0.002
N 2.83 3.61 0.05 0.000
C 2.63 4.92 0.63 0.000
C 3.04 5.98 -0.41 0.000
N 4.22 5.46 -1.17 0.000
C 5.05 4.56 -0.33 0.000
C 4.25 3.28 -0.06 0.000
C -3.55 -0.86 0.81 0.013
O -4.68 -0.47 0.95 0.029
O -3.08 -2.01 1.12 0.252
H 1.40 -0.71 -0.21 -0.001
H -3.81 1.72 0.45 0.001
H -3.55 3.65 -0.23 0.000
H -2.57 5.44 -1.54 0.000
H -0.92 4.76 -1.40 0.000
H -2.74 5.61 0.99 0.000
H -1.11 4.91 1.18 0.000
H 0.26 4.04 -0.01 0.001
H 3.23 5.02 1.54 0.000
H 1.60 5.09 0.92 0.000
H 3.31 6.91 0.09 0.000
H 2.23 6.17 -1.11 0.000
H 4.77 6.23 -1.55 0.000
H 3.88 4.89 -1.96 0.000
H 5.31 5.09 0.59 0.000
H 5.98 4.31 -0.84 0.000
H 4.64 2.79 0.83 0.000
H 4.39 2.60 -0.90 0.000
O -3.12 -4.17 -0.82 0.151
C -3.44 -5.35 -0.64 -0.011
C -2.59 -6.38 -0.13 0.013
C -2.98 -7.72 -0.16 -0.007
C -2.09 -8.71 0.21 0.026
C -0.78 -8.41 0.60 -0.011
C -0.40 -7.09 0.70 0.028
C -1.28 -6.04 0.38 0.017
O -0.92 -4.81 0.52 0.195
N -2.53 -10.10 0.23 -0.002
O -3.72 -10.28 0.12 0.003
O -1.67 -10.93 0.35 0.003
H -4.45 -5.66 -0.94 0.007
H -3.97 -8.00 -0.49 -0.001
H -0.11 -9.22 0.82 0.000
H 0.59 -6.82 1.03 -0.002
I 1.63 -3.91 0.33 0.013
I 4.00 -2.69 0.00 -0.002